1.
The following is a DFT calculation (wB97M-V/def2-TZVPD) of a 2-piece molecular cluster, C3H9NO4 overall in a non-equilibrium geometry.

The geometry in XYZ format:
```
17
Properties=species:S:1:pos:R:3:forces:R:3
C 1.482450 0.720788 -0.808127 -1.021 0.013 -0.684
C 1.201246 1.663199 0.311514 2.006 0.481 -0.061
O 1.222976 2.865869 0.276504 -0.703 -0.994 -0.065
O 1.394566 1.148941 1.583783 -0.140 1.676 1.258
O 1.042994 -0.173537 1.916217 -0.406 -1.086 -0.672
H 2.219747 -0.025713 -0.522347 -0.109 -0.003 0.011
H 0.529254 0.274011 -1.105919 0.314 -0.328 0.285
H 1.782086 1.288614 -1.684478 0.360 0.179 0.175
H 0.970188 -0.101923 2.883247 0.137 0.225 -0.291
C -1.372586 -1.613707 -0.916610 -0.521 1.391 0.554
N -1.414355 -0.195719 -0.389889 -0.164 -1.142 -0.250
O -1.814004 -0.229569 0.982771 0.190 -0.082 0.048
H -1.273598 -1.543949 -1.997035 0.082 -0.054 -0.108
H -2.295173 -2.143699 -0.667281 0.079 -0.059 -0.004
H -0.517936 -2.139564 -0.494024 0.013 0.124 0.014
H -2.176733 0.310377 -0.840075 0.113 -0.278 0.102
H -0.981124 -0.104417 1.471749 -0.231 -0.061 -0.313
```
Positions in Å, forces in eV/Å.

Summary:
Relative energy (zero: lowest compared OMol25 entry of this formula, charge and spin) = 119.05 kcal/mol
E_HOMO = -9.471 eV
Calculated total energy = -12932.2424 eV
Structure (SMILES) = CC(=O)OO.CNO
LUMO level = 0.5061 eV
Orbital gap = 9.9772 eV

=====

2.
The following is a DFT calculation (wB97M-V/def2-TZVPD) of a 2-piece molecular cluster, C3H9NOP2 overall in a non-equilibrium geometry.

The geometry in XYZ format:
```
16
Properties=species:S:1:pos:R:3:forces:R:3
N -0.325279 0.522307 -1.224085 -0.129 0.064 -0.239
C 0.736110 0.981102 -0.429370 1.431 -0.170 0.219
P 2.446981 0.359355 -0.876263 -0.764 0.239 0.219
C 0.503975 1.863479 0.553666 6.236 -0.558 0.646
O -0.656558 2.375370 0.828889 -1.654 1.573 1.009
H -0.061381 -0.040271 -2.049489 -0.537 1.028 0.669
H -0.974804 1.305392 -1.316548 -0.014 -0.754 -1.128
H 3.027508 0.323917 0.405770 -0.095 -0.090 0.129
H 3.045623 1.606140 -1.161139 -0.014 0.030 -0.139
H 1.459594 2.206421 1.198612 -2.651 -0.550 -1.451
H -1.243290 1.716480 0.502870 -1.808 -0.722 -0.134
C -1.031823 -2.234022 0.681995 -1.162 2.815 -1.136
P -1.850246 -0.913387 1.412556 1.384 -1.660 -0.100
H -1.114759 -2.243556 -0.462307 -0.015 -0.495 1.895
H -0.257452 -2.787880 1.160694 0.268 -0.538 0.169
H -1.225198 -0.969384 2.734499 -0.474 -0.211 -0.630
```
Positions in Å, forces in eV/Å.

Summary:
Relative energy (zero: lowest compared OMol25 entry of this formula, charge and spin) = 50.02 kcal/mol
E_HOMO = -7.826 eV
Calculated total energy = -25368.4566 eV
Structure (SMILES) = N/C(P)=C\O.C=P
LUMO level = -0.0698 eV
Orbital gap = 7.7559 eV